The following is a quantum chemistry calculation of a structure of composition FH3N2 in a non-equilibrium geometry, from OMol25.

* largest force on an atom: 0.107 Eh/bohr
* electronic energy: -210.9966 hartree
* net charge: 0
* 2S+1: 1
* HOMO energy: -10.58 eV

Geometry (Å):
N -0.73141 -0.16163 -0.28727
N 0.25400 0.68999 -0.26419
F 1.62007 -0.22286 0.11230
H -0.92939 -0.79234 -1.03303
H -0.80483 -0.81266 0.47709
H 0.59157 1.29950 0.99509

Force components x, y, z for each atom (eV/Å):
-0.6 -0.5 2.3
2.9 1.3 3.4
-0.9 0.5 -0.5
0.6 0.7 -2.0
0.0 0.4 1.2
-2.1 -2.4 -4.4